Record 1
The following is a DFT calculation (ωB97M-V/def2-TZVPD) of 2 unconnected molecules or ions with the total composition C4H12OS2.

Last column: Mulliken charge in e.
Positions of all 19 atoms, in Å:
C (0.00000, 0.00000, 0.00000)  -1.1230
C (-0.46403, -0.76153, -1.22433)  -0.3007
S (-1.99213, -1.65974, -1.00039)  -0.1076
S (-2.52297, -2.30169, -2.87348)  -0.1234
C (-1.62509, -3.89014, -3.14733)  -0.3759
C (-2.26103, -5.03392, -2.31866)  -0.9916
H (0.41966, -0.63341, 0.79955)  0.3054
H (-0.86270, 0.55418, 0.40649)  0.3002
H (0.76868, 0.72629, -0.31342)  0.3326
H (-0.64943, -0.07453, -2.07233)  0.3256
H (0.34988, -1.45065, -1.52119)  0.3024
H (-1.63904, -4.08046, -4.23775)  0.3380
H (-0.56938, -3.91331, -2.81510)  0.2239
H (-2.28162, -4.76290, -1.24967)  0.2881
H (-1.64055, -5.93767, -2.44058)  0.3206
H (-3.28938, -5.26689, -2.64240)  0.2856
O (-3.16528, -0.28818, 3.23700)  -0.6402
H (-3.29389, -0.36472, 2.26444)  0.3222
H (-3.75063, -0.98032, 3.61984)  0.3178

The HOMO energy comes out at -8.854 eV. The calculation puts the relative energy (zero: lowest compared OMol25 entry of this formula, charge and spin) at 21.50 kJ/mol. For the molar mass, the calculation gives 140.3 g/mol. As for the SMILES: CCSSCC.O. The calculation puts the frontier orbital gap at 9.49 eV. The calculation puts the strongest force on any atom at 1.76 eV/A.

=====

Record 2
The following is a DFT calculation (ωB97M-V/def2-TZVPD) of a molecular structure, C13H27NO4RhSSeSi.

Last column: Mulliken charge in e.
Positions of all 49 atoms, in Å:
Rh (-1.36513, 1.54462, -1.35417)  -0.1519
O (-3.31795, 1.24410, -0.72202)  -0.6993
S (-3.50718, 2.64493, -0.06775)  1.2656
O (-4.53784, 3.37768, -0.74408)  -0.6302
O (-2.10973, 3.23491, -0.39019)  -0.7975
O (-3.64789, 2.48458, 1.35623)  -0.6456
Se (-0.07955, 0.64517, -6.04516)  -0.2648
C (-0.68041, 1.13199, -4.45445)  -0.0173
N (-1.06712, 1.46088, -3.40063)  -0.7511
C (2.95411, -0.60597, 0.02377)  -1.7729
C (1.95630, 0.51865, -0.28622)  2.4479
C (2.36065, 1.74883, 0.53555)  -2.2107
C (2.10247, 0.92370, -1.76187)  -1.7410
Si (0.12843, -0.00569, 0.09332)  0.9150
C (-0.33153, 0.14563, 1.95881)  2.4652
C (0.69573, -0.55633, 2.85955)  -1.8117
C (-1.71630, -0.46478, 2.22139)  -1.9497
C (-0.43121, 1.61999, 2.38572)  -1.6462
C (-0.32097, -1.73545, -0.66964)  2.4772
C (-1.84062, -1.86788, -0.86447)  -1.8795
C (0.15858, -2.88949, 0.22388)  -1.7941
C (0.30181, -1.91943, -2.06081)  -2.0015
H (3.97398, -0.24693, -0.16086)  0.5358
H (2.80158, -1.48374, -0.60405)  0.2906
H (2.90202, -0.92526, 1.06682)  0.2813
H (3.35214, 2.08173, 0.20694)  0.5764
H (2.42382, 1.53742, 1.60283)  0.3623
H (1.66856, 2.58139, 0.39222)  0.3596
H (3.14565, 1.19875, -1.95807)  0.5459
H (1.48828, 1.79646, -1.99973)  0.2535
H (1.83043, 0.13674, -2.46132)  0.3575
H (0.81961, -1.61363, 2.61774)  0.2642
H (0.35939, -0.49302, 3.90119)  0.5376
H (1.67738, -0.08208, 2.80799)  0.2766
H (-1.73460, -1.54453, 2.06834)  0.3688
H (-2.48718, -0.00260, 1.60213)  0.2452
H (-1.98733, -0.27749, 3.26636)  0.5964
H (0.51085, 2.15663, 2.29396)  0.2923
H (-0.72681, 1.65442, 3.44087)  0.5246
H (-1.19572, 2.15647, 1.82363)  0.1618
H (-2.41213, -1.71499, 0.04763)  0.3366
H (-2.05974, -2.87552, -1.23778)  0.5504
H (-2.21891, -1.15935, -1.60416)  0.2822
H (-0.35294, -2.90414, 1.18660)  0.3106
H (1.23364, -2.85425, 0.41241)  0.2873
H (-0.05732, -3.84209, -0.27473)  0.5384
H (-0.00356, -1.13398, -2.75527)  0.1622
H (-0.04660, -2.87160, -2.47687)  0.5858
H (1.39086, -1.95543, -2.04160)  0.3101

The HOMO energy (alpha / beta) comes out at -4.851 / -5.571 eV. The calculation puts the relative energy (zero: lowest compared OMol25 entry of this formula, charge and spin) at 0.00 kJ/mol. For the molar mass, the calculation gives 503.4 g/mol. The calculation puts the frontier orbital gap (alpha / beta) at 7.42 / 6.33 eV. The calculation puts the strongest force on any atom at 0.10 eV/A. As for the spin multiplicity: 5. The total charge is -1.

=====

Record 3
The following is a DFT calculation (ωB97M-V/def2-TZVPD) of a molecular structure, C49H43Cl4N8O5RbS.

Last column: Mulliken charge in e.
Positions of all 111 atoms, in Å:
Rb (-0.92795, 0.51709, -0.38050)  0.7180
Cl (-4.42051, 1.28975, -7.36749)  -0.2814
C (-4.27256, 1.10099, -5.63561)  -0.0160
C (-3.01781, 0.94207, -5.08066)  -0.0989
C (-2.82266, 0.79348, -3.70675)  -0.0427
N (-1.52561, 0.79437, -3.20019)  -0.0549
C (-0.59346, 0.07901, -3.78633)  0.2666
O (-0.65356, -0.76965, -4.70768)  -0.8079
C (0.80851, 0.37051, -3.26415)  -0.1957
C (1.58027, 1.33915, -3.90801)  -0.6011
C (2.86528, 1.57573, -3.46749)  -0.7091
C (3.35605, 0.83592, -2.39851)  -0.9170
C (2.52206, -0.09674, -1.81750)  -0.3638
N (1.27658, -0.33968, -2.23580)  0.8918
C (-3.96097, 0.76024, -2.84758)  -0.1966
C (-5.22120, 0.93428, -3.44301)  -0.7862
C (-5.37625, 1.10837, -4.80684)  0.0412
Cl (-6.99058, 1.31990, -5.45017)  -0.2810
N (-3.77345, 0.58956, -1.47100)  0.2355
C (-4.79542, 0.24177, -0.70923)  -0.0802
O (-5.98797, -0.02406, -0.98871)  -0.8397
C (-4.47229, 0.06518, 0.78231)  0.6550
C (-5.37767, -0.68569, 1.54040)  -0.7473
C (-5.12639, -0.90271, 2.87796)  -0.4380
C (-3.98891, -0.34009, 3.44605)  -0.8609
C (-3.15810, 0.39936, 2.62544)  0.0165
N (-3.37593, 0.59286, 1.32461)  -0.0708
H (-2.15037, 0.92592, -5.72407)  0.4842
H (1.14549, 1.89846, -4.72622)  0.5408
H (3.47561, 2.34225, -3.92952)  0.3998
H (4.33916, 1.01954, -1.98834)  0.4255
H (2.85585, -0.66750, -0.95635)  0.3317
H (-6.09387, 0.91404, -2.81323)  0.5848
H (-6.24594, -1.08386, 1.03688)  0.4786
H (-5.80258, -1.50391, 3.47563)  0.3979
H (-3.74571, -0.47931, 4.49181)  0.4107
H (-2.24917, 0.84304, 3.02011)  0.3663
C (-4.93375, -4.03151, -0.95528)  -0.8196
C (-4.18214, -2.90084, -1.24868)  -1.0061
C (-3.14443, -2.53141, -0.41515)  1.1459
C (-2.86092, -3.29763, 0.71287)  -0.1830
C (-3.60817, -4.43241, 1.00237)  0.0464
C (-4.64871, -4.79989, 0.16481)  -0.7202
N (-1.82639, -3.00314, 1.65469)  -0.7799
N (-1.21181, -1.95176, 1.42692)  1.8610
C (-0.16038, -1.67332, 2.36089)  -0.5029
C (0.56500, -2.67316, 3.00030)  -0.6726
C (1.61989, -2.28249, 3.80560)  -0.7263
C (1.90468, -0.92757, 3.93499)  -0.7779
C (1.11204, -0.01340, 3.25370)  -0.2816
N (0.09505, -0.37918, 2.48404)  0.4306
H (-5.74993, -4.31370, -1.60866)  0.4318
H (-4.41091, -2.28839, -2.11055)  0.4497
H (-2.56724, -1.65035, -0.65215)  -0.2385
H (-3.36083, -5.00569, 1.88722)  0.4279
H (-5.23531, -5.68309, 0.38507)  0.3726
H (0.29987, -3.70852, 2.84370)  0.5964
H (2.22275, -3.02453, 4.31476)  0.3968
H (2.73360, -0.58008, 4.53650)  0.4756
H (1.30431, 1.05291, 3.30681)  0.1631
C (2.31338, -3.39879, -5.54517)  -1.7293
C (1.62254, -2.86221, -4.29463)  0.9676
C (0.46583, -3.76419, -3.91047)  -1.1442
S (-0.48179, -3.38423, -2.41057)  0.8741
O (-1.28652, -4.63673, -2.20666)  -0.7765
C (0.85614, -3.41556, -1.15405)  0.0495
C (0.78710, -4.64729, -0.26633)  0.1275
C (1.33878, -5.89773, -0.93912)  -1.4484
H (3.14406, -2.75368, -5.83711)  0.4301
H (1.61675, -3.44288, -6.38463)  0.3520
H (2.70628, -4.40668, -5.38310)  0.3660
H (1.22917, -1.86614, -4.48327)  -0.3543
H (2.35238, -2.78002, -3.48465)  0.1520
H (0.76292, -4.81058, -3.78345)  0.5051
H (-0.30638, -3.71861, -4.68120)  0.4219
H (0.72422, -2.49291, -0.58916)  -0.7172
H (1.82107, -3.34789, -1.66001)  0.5505
H (-0.24724, -4.82607, 0.03122)  0.0429
H (1.35845, -4.43104, 0.64249)  0.3429
H (0.73412, -6.15131, -1.80905)  0.2033
H (1.31918, -6.75109, -0.25723)  0.4554
H (2.37347, -5.74635, -1.25967)  0.3105
Cl (3.64026, 7.71620, 3.65472)  -0.2139
C (4.89238, 6.52129, 3.54379)  1.0845
C (6.14214, 6.82730, 4.05257)  -0.7371
C (7.15629, 5.88418, 3.97608)  -0.2511
C (6.90827, 4.64326, 3.41448)  -0.7150
C (5.64169, 4.35044, 2.92862)  0.9046
Cl (5.33162, 2.77451, 2.28977)  -0.1349
C (4.60295, 5.28653, 2.95605)  -1.8168
N (3.33976, 5.01952, 2.42266)  -0.0232
C (2.32637, 4.54952, 3.27377)  1.1446
C (2.48441, 4.49015, 4.65664)  -0.3913
C (1.46449, 4.00340, 5.46374)  -0.8405
C (0.27820, 3.56648, 4.90020)  -0.6835
C (0.11954, 3.63682, 3.52083)  -0.4083
C (1.11425, 4.13082, 2.69010)  0.4502
C (0.92142, 4.18065, 1.20200)  -1.4327
C (1.82864, 3.12260, 0.50635)  0.4917
O (2.95591, 3.52616, 0.12122)  -0.9286
O (1.36127, 1.97310, 0.46413)  -0.3498
H (6.31083, 7.79996, 4.49263)  0.4139
H (8.14117, 6.11626, 4.35959)  0.3436
H (7.68168, 3.89021, 3.35988)  0.4082
H (3.34237, 4.54400, 1.49603)  0.5175
H (3.41647, 4.81036, 5.10522)  0.3879
H (1.61098, 3.96038, 6.53667)  0.3589
H (-0.51881, 3.17541, 5.51980)  0.3909
H (-0.80461, 3.29793, 3.06575)  0.3389
H (1.17372, 5.17336, 0.82002)  0.4389
H (-0.12181, 3.96068, 0.97747)  0.3261

The HOMO energy comes out at -1.933 eV. The calculation puts the relative energy (zero: lowest compared OMol25 entry of this formula, charge and spin) at 35.23 kJ/mol. For the molar mass, the calculation gives 1083.3 g/mol. The calculation puts the frontier orbital gap at 5.35 eV. The calculation puts the strongest force on any atom at 0.39 eV/A. The total charge is -2.

=====

Record 4
The following is a DFT calculation (ωB97M-V/def2-TZVPD) of 2 unconnected molecules or ions with the total composition C4H9N2O2.

Last column: Mulliken charge in e.
Positions of all 17 atoms, in Å:
C (2.71694, -0.50893, 0.30595)  0.2403
C (-0.86719, 0.25468, -0.20780)  0.4553
C (-0.30016, 2.69780, -0.77969)  -0.6169
C (-2.41737, -1.44459, 0.32965)  -0.8094
N (-0.64242, 1.37686, -0.30671)  0.0517
N (-1.06328, -0.95216, 0.04066)  -0.1954
O (3.66941, -1.35518, 0.56920)  -0.3817
O (1.53154, -0.75537, 0.53675)  -0.6004
H (3.05073, 0.28846, -0.25981)  0.3687
H (0.31483, 2.55732, -1.67680)  0.3184
H (-1.30410, 3.17015, -0.88701)  0.3274
H (0.45154, 3.08109, -0.07916)  0.2759
H (-3.15728, -0.51015, 0.50291)  0.3102
H (-2.40484, -2.14968, 1.16152)  0.3038
H (-2.63313, -2.07521, -0.48832)  0.3392
H (3.38799, -2.05063, 1.14161)  0.3395
H (-0.33321, -1.62446, 0.09706)  0.2734

The HOMO energy comes out at -14.620 eV. The calculation puts the relative energy (zero: lowest compared OMol25 entry of this formula, charge and spin) at 192.13 kJ/mol. For the molar mass, the calculation gives 117.1 g/mol. The calculation puts the frontier orbital gap at 11.62 eV. The calculation puts the strongest force on any atom at 4.19 eV/A. The total charge is +1.

=====

Record 5
The following is a DFT calculation (ωB97M-V/def2-TZVPD) of a single C3H4F2S molecule.

Last column: Mulliken charge in e.
Positions of all 10 atoms, in Å:
C (0.91040, -0.98239, -0.03258)  -1.0077
C (-0.09899, -0.03970, 0.52243)  0.1110
S (-0.47916, 0.04101, 2.12477)  -0.1761
C (-0.80261, 0.87700, -0.37795)  0.4474
F (-0.00302, 1.41935, -1.32731)  -0.2533
F (-1.25486, 1.95263, 0.30406)  -0.2608
H (0.48439, -1.80352, -0.58927)  0.3017
H (1.45325, -0.40080, -0.70718)  0.3284
H (1.54757, -1.48423, 0.76240)  0.3080
H (-1.75697, 0.42065, -0.67936)  0.2016

The HOMO energy comes out at -9.058 eV. The calculation puts the relative energy (zero: lowest compared OMol25 entry of this formula, charge and spin) at 48.86 kJ/mol. For the molar mass, the calculation gives 110.1 g/mol. As for the SMILES: CC(=S)C(F)F. The calculation puts the frontier orbital gap at 8.36 eV. The calculation puts the strongest force on any atom at 3.27 eV/A.